1.
ORCA calculation (ωB97M-V with the def2-TZVPD basis set) on C23H19AlBrF5N4OSTe2 as an isolated structure.

ORCA input file:
```
! RIJCOSX wB97M-V def2-TZVPD def2/J DEFGRID3
* xyz 2 1
Al -0.27142 1.15921 -0.48495
N 0.15041 -0.19541 -4.42011
C -0.13178 -1.43196 -3.87778
C -0.05717 -2.70308 -4.42523
C -0.41163 -3.75785 -3.60752
C -0.83779 -3.53809 -2.29815
C -0.89582 -2.26954 -1.74702
C -0.51363 -1.19122 -2.54561
N -0.40155 0.19713 -2.28932
C -0.01876 0.71996 -3.46750
C 0.44964 2.97033 -2.96157
C 0.94457 4.17264 -3.37787
S 1.25982 5.16778 -2.02912
C 0.68837 3.95801 -1.00808
N 0.28683 2.84142 -1.61247
H 0.48483 -0.00890 -5.35792
H 0.25975 -2.86180 -5.44259
H -0.37084 -4.76628 -3.98747
H -1.14453 -4.38008 -1.69761
H -1.26431 -2.15232 -0.73213
H 1.13969 4.47838 -4.38776
H 0.68406 4.05838 0.06231
C 2.32658 -0.39194 2.02235
Te 0.93315 -1.10265 0.51378
C -0.35404 -1.22031 2.28090
C 0.58745 -1.51914 3.41047
C 0.15805 -2.14830 4.56827
C 1.05654 -2.37929 5.59794
C 2.37881 -1.99549 5.46509
C 2.81391 -1.36436 4.30923
C 1.91532 -1.11739 3.28133
H 2.24641 0.69420 2.14382
H 3.34522 -0.65007 1.72163
H -1.12991 -1.97863 2.19689
H -0.81967 -0.23899 2.42734
H -0.87070 -2.45986 4.66448
H 0.71998 -2.86803 6.49815
H 3.08076 -2.19439 6.25943
H 3.84839 -1.07395 4.21017
F 2.29703 -0.98970 -2.22643
Te 2.23504 0.86858 -1.57212
F 0.44852 1.97051 0.79683
F 3.23840 2.56724 -1.54078
F 3.79130 0.25996 -0.67991
F 2.69205 1.07682 -3.44072
O 0.12157 1.98413 -3.82823
Br -5.60107 1.52920 3.14111
C -4.21373 1.47702 1.88371
C -3.49021 2.62743 1.55414
C -2.45243 2.52659 0.65719
N -2.09823 1.37028 0.07948
C -2.81934 0.27704 0.36224
C -3.87194 0.27987 1.24507
H -3.73696 3.57395 2.00617
H -1.86942 3.39372 0.38393
H -2.51696 -0.62578 -0.15168
H -4.41859 -0.62497 1.45415
*
```

relative energy (zero: lowest compared OMol25 entry of this formula, charge and spin)	208.9	kJ/mol
E	-5431.776507	Ha
lowest unoccupied orbital energy	-6.85	eV
highest occupied orbital energy	-13.87	eV
frontier orbital gap	7.0260	eV

2.
ORCA calculation (ωB97M-V with the def2-TZVPD basis set) on a 2-piece molecular cluster, C6H10O overall.

ORCA input file:
```
! RIJCOSX wB97M-V def2-TZVPD def2/J DEFGRID3
* xyz 0 1
O 1.76900 -0.67131 1.33712
C 1.58008 -0.73601 0.14763
C 0.29874 -0.39706 -0.56087
C 0.61093 1.09088 -0.72606
C -0.41594 1.83784 -0.35093
C -1.62102 1.00154 -0.01294
C -1.02801 -0.40409 0.22855
H 2.41768 -0.87880 -0.56858
H 0.22238 -0.93531 -1.51879
H 1.60732 1.46326 -0.95811
H -0.39559 2.92040 -0.32882
H -2.30021 0.99555 -0.87658
H -2.18043 1.38035 0.84593
H -0.81945 -0.55989 1.29449
H -1.72125 -1.19562 -0.08505
H 0.67362 -2.59582 1.10251
H 0.29442 -2.91765 0.55344
*
```

relative energy (zero: lowest compared OMol25 entry of this formula, charge and spin)	167.2	kJ/mol
E	-309.778686	Ha
lowest unoccupied orbital energy	1.08	eV
structure (SMILES)	O=C[C@@H]1C=CCC1.[H][H]
highest occupied orbital energy	-9.36	eV
frontier orbital gap	10.4359	eV